(1)
{"formula": "C34H53Cl39N6O3PS", "method": "wB97M-V/def2-TZVPD", "species": ["C", "C", "C", "C", "C", "C", "N", "C", "C", "C", "C", "N", "C", "N", "N", "C", "N", "S", "N", "C", "C", "C", "C", "C", "C", "C", "C", "C", "P", "O", "O", "O", "H", "H", "H", "H", "H", "H", "H", "H", "H", "H", "H", "H", "H", "H", "H", "H", "H", "H", "H", "H", "H", "H", "H", "H", "H", "H", "H", "H", "H", "H", "H", "H", "H", "H", "H", "H", "H", "H", "H", "H", "C", "Cl", "Cl", "Cl", "H", "C", "Cl", "Cl", "Cl", "H", "C", "Cl", "Cl", "Cl", "H", "C", "Cl", "Cl", "Cl", "H", "C", "Cl", "Cl", "Cl", "H", "C", "Cl", "Cl", "Cl", "H", "C", "Cl", "Cl", "Cl", "H", "C", "Cl", "Cl", "Cl", "H", "C", "Cl", "Cl", "Cl", "H", "C", "Cl", "Cl", "Cl", "H", "C", "Cl", "Cl", "Cl", "H", "C", "Cl", "Cl", "Cl", "H", "C", "Cl", "Cl", "Cl", "H"], "coordinates": [[2.960, 0.109, 4.894], [2.385, 0.189, 3.455], [2.651, 1.568, 2.802], [2.475, 1.443, 1.259], [0.939, 1.507, 0.941], [0.593, 0.469, -0.177], [-0.186, 1.006, -1.307], [0.645, 1.766, -2.249], [1.286, 0.751, -3.241], [0.364, -0.460, -3.509], [1.214, -1.698, -3.930], [0.747, -2.875, -3.173], [1.247, -2.932, -1.862], [0.547, -3.459, -0.926], [2.560, -2.455, -1.545], [-1.456, 0.782, -1.509], [-1.998, 1.313, -2.689], [-2.637, 2.913, -2.530], [-2.159, -0.026, -0.612], [-2.611, 0.624, 0.642], [-3.556, 1.814, 0.434], [-3.063, 3.099, 0.677], [-3.809, 4.239, 0.546], [-5.145, 4.129, 0.167], [-5.987, 5.390, 0.068], [-5.634, 2.871, -0.094], [-4.878, 1.722, 0.033], [-3.166, -0.874, -1.241], [-2.962, -2.609, -0.528], [-2.225, -3.384, -1.534], [-2.005, -2.525, 0.761], [-4.380, -3.278, -0.175], [2.284, 0.663, 5.559], [3.969, 0.529, 4.880], [2.927, -0.935, 5.211], [1.295, 0.090, 3.535], [2.730, -0.631, 2.807], [3.648, 1.963, 3.025], [1.858, 2.252, 3.139], [2.876, 0.474, 0.938], [2.930, 2.292, 0.731], [0.407, 1.166, 1.834], [0.623, 2.514, 0.639], [0.183, -0.464, 0.214], [1.563, 0.211, -0.629], [1.467, 2.183, -1.650], [0.155, 2.630, -2.699], [2.189, 0.374, -2.735], [1.629, 1.195, -4.181], [-0.177, -0.816, -2.626], [-0.294, -0.240, -4.359], [2.288, -1.565, -3.780], [1.072, -1.928, -4.998], [-0.267, -2.893, -3.179], [-0.348, -3.770, -1.305], [2.484, -1.913, -0.688], [3.112, -3.262, -1.254], [-2.620, 0.671, -3.173], [-2.632, 3.397, -3.805], [-3.158, -0.139, 1.219], [-1.806, 0.940, 1.305], [-2.032, 3.219, 0.985], [-3.337, 5.188, 0.781], [-6.657, 5.519, 0.928], [-6.562, 5.415, -0.868], [-5.367, 6.287, 0.054], [-6.680, 2.805, -0.400], [-5.321, 0.747, -0.160], [-3.043, -1.031, -2.314], [-4.191, -0.566, -0.985], [-1.082, -2.647, 0.459], [-4.792, -2.731, 0.522], [-3.459, -1.159, -5.230], [-2.444, -2.252, -4.291], [-4.264, 0.013, -4.171], [-2.506, -0.324, -6.459], [-4.222, -1.745, -5.728], [-4.153, -6.720, 0.184], [-2.393, -6.773, 0.087], [-4.878, -7.713, -1.083], [-4.708, -7.240, 1.779], [-4.468, -5.696, 0.033], [6.635, -3.692, -1.367], [5.986, -2.219, -2.084], [7.884, -3.309, -0.178], [5.343, -4.642, -0.625], [7.084, -4.285, -2.154], [-2.310, 2.449, 4.770], [-2.115, 2.822, 3.042], [-4.016, 2.472, 5.203], [-1.591, 0.886, 5.158], [-1.799, 3.213, 5.346], [6.215, -2.001, 6.338], [5.363, -2.501, 7.798], [5.214, -2.274, 4.910], [6.690, -0.302, 6.448], [7.113, -2.599, 6.244], [-0.691, -6.657, -3.572], [0.424, -7.651, -2.634], [-1.611, -5.579, -2.515], [0.185, -5.724, -4.785], [-1.389, -7.314, -4.077], [1.119, 6.206, 3.077], [2.276, 5.292, 4.042], [1.885, 6.831, 1.616], [-0.286, 5.204, 2.670], [0.774, 7.046, 3.667], [11.329, -4.489, 0.813], [10.908, -5.303, 2.321], [11.991, -2.882, 1.136], [12.473, -5.456, -0.119], [10.425, -4.374, 0.226], [-6.616, -3.992, -6.149], [-7.615, -5.092, -5.204], [-7.051, -2.310, -5.816], [-4.902, -4.263, -5.818], [-6.794, -4.188, -7.200], [5.371, 0.503, 10.383], [4.425, 1.937, 9.973], [6.555, 0.875, 11.636], [4.316, -0.816, 10.892], [5.905, 0.184, 9.494], [4.471, 9.521, 0.246], [6.227, 9.664, 0.215], [3.928, 8.274, -0.887], [3.899, 9.168, 1.877], [4.048, 10.467, -0.065], [-1.989, -5.890, -8.453], [-2.946, -7.051, -7.529], [-2.472, -4.228, -8.079], [-0.270, -6.094, -8.128], [-2.164, -6.065, -9.507], [-4.841, 8.396, 3.035], [-6.600, 8.509, 3.003], [-4.239, 8.476, 4.691], [-4.303, 6.906, 2.246], [-4.436, 9.236, 2.485]], "forces_ev_per_angstrom": [[-0.96, -0.10, -0.91], [-0.06, 0.72, 0.53], [-0.29, -0.68, -1.00], [-1.16, 0.81, 0.69], [0.27, -1.27, -0.39], [0.92, 0.30, -0.05], [-0.66, 0.69, 0.95], [0.97, 0.35, -0.33], [-0.41, -0.62, 0.83], [1.54, -0.27, -1.40], [-0.68, -0.41, -0.66], [1.93, 1.15, 0.39], [-1.51, -0.98, 0.85], [0.06, 0.35, 0.10], [0.01, 0.17, -0.52], [0.71, 0.39, -0.02], [0.40, -0.30, -0.01], [-0.56, 0.49, 0.18], [0.28, 0.52, -0.96], [-1.27, 0.18, 0.43], [0.79, 0.23, -0.04], [0.57, -0.43, -0.73], [-0.26, -0.07, 0.00], [0.35, 1.37, 0.19], [-0.09, -0.02, -0.44], [-1.26, -0.19, -0.37], [0.11, -0.43, 0.12], [-0.91, -1.06, 1.95], [2.12, -0.25, -0.92], [-0.89, 0.24, -0.40], [-1.42, 0.43, 0.09], [0.73, 1.41, 0.77], [0.46, 0.11, -0.04], [-0.11, -0.27, 0.42], [0.31, 0.28, 0.18], [0.07, -0.28, -0.10], [0.20, 0.19, 0.24], [-0.23, -0.09, 0.18], [0.58, 0.20, 0.22], [0.15, 0.34, -0.13], [0.29, -0.46, 0.05], [-0.14, 0.49, -0.07], [0.04, -0.20, 0.26], [-0.35, 0.26, -0.15], [-0.41, -0.10, -0.09], [-0.34, 0.01, -0.06], [-0.39, -0.47, 0.04], [-0.18, 0.02, -0.25], [-0.27, 0.20, 0.25], [-0.03, 0.37, -0.32], [-0.24, 0.06, 0.61], [-0.26, -0.04, 0.18], [0.02, 0.16, 0.26], [0.18, -0.51, 0.17], [0.19, -0.02, 0.15], [-0.12, -0.09, -0.08], [0.02, 0.09, -0.31], [-0.10, 0.31, 0.40], [0.58, -0.70, 0.18], [0.33, 0.00, -0.27], [0.31, -0.20, -0.48], [0.11, -0.02, -0.70], [-0.15, -0.09, -0.23], [0.03, -0.25, -0.27], [-0.09, -0.20, 0.33], [0.01, -0.30, -0.11], [0.22, -0.16, 0.06], [-0.14, 0.29, 0.08], [0.06, 0.08, 0.53], [0.31, 0.28, -0.60], [0.08, -0.28, 0.00], [-0.35, -0.53, -0.09], [0.40, -0.05, -0.35], [-0.35, -0.11, -0.25], [-0.84, -0.09, -0.62], [-0.08, 0.00, 0.05], [-0.06, 0.02, 0.08], [0.12, -0.14, 0.05], [-0.28, -0.20, 0.69], [0.00, 0.05, -0.02], [-0.05, 0.06, -0.01], [0.00, -0.03, -0.01], [-0.02, 0.06, 0.03], [0.05, -0.01, -0.03], [-0.03, 0.00, 0.00], [0.04, -0.05, 0.00], [-0.02, 0.00, 0.03], [0.10, 0.00, 0.11], [-0.17, -0.54, 1.95], [0.03, 0.05, -0.04], [0.08, 0.03, -0.07], [0.00, -0.02, -0.05], [-0.10, 0.03, 0.04], [0.04, 0.02, -0.01], [0.28, -0.23, -0.06], [0.03, -0.02, 0.00], [-0.02, 0.03, -0.01], [-0.17, 0.01, 0.20], [-0.01, -0.05, 0.02], [0.56, -0.44, -1.37], [-0.04, -0.07, -0.02], [0.07, -0.01, -0.05], [0.07, 0.02, -0.24], [-0.06, -0.01, 0.02], [-0.35, -0.37, 0.07], [0.26, 0.26, 0.15], [-0.03, -0.04, -0.02], [0.12, -0.02, 0.04], [-0.05, 0.02, -0.04], [-0.09, -0.03, -0.04], [-0.06, 0.02, -0.01], [0.08, -0.01, 0.04], [-0.06, -0.13, 0.15], [0.04, 0.05, -0.06], [0.03, 0.05, -0.04], [-0.17, -0.06, 0.06], [0.02, 0.04, 0.02], [0.00, 0.00, 0.06], [0.02, -0.03, -0.05], [-0.01, -0.02, -0.06], [0.01, 0.01, -0.01], [-0.04, 0.00, 0.01], [0.13, -0.01, 0.10], [-0.06, 0.01, -0.02], [-0.04, 0.03, -0.02], [0.33, 0.42, -0.05], [0.00, -0.04, -0.01], [0.15, 0.03, 0.13], [0.00, 0.06, -0.03], [0.05, 0.01, -0.15], [-0.01, -0.09, -0.22], [-0.02, 0.02, 0.04], [-0.06, 0.00, 0.16], [0.05, 0.00, -0.04], [0.01, 0.01, -0.06], [0.17, 0.34, 0.46], [0.00, -0.04, 0.00]], "lowdin_charge": [-0.130, -0.252, -0.209, -0.176, -0.152, -0.103, -0.007, -0.106, -0.121, -0.187, -0.184, 0.021, -0.506, 0.129, 0.095, -0.345, -0.314, 0.861, -0.071, -0.092, -0.248, -0.249, -0.093, -0.256, -0.079, -0.038, -0.042, -0.184, 0.512, -0.482, -0.125, -0.093, 0.076, 0.050, 0.030, 0.084, 0.103, 0.112, 0.089, 0.098, 0.114, 0.079, 0.113, 0.127, 0.101, 0.128, 0.102, 0.103, 0.129, 0.091, 0.073, 0.102, 0.116, 0.027, -0.038, 0.066, 0.022, -0.067, -0.106, 0.134, 0.073, 0.017, 0.060, 0.081, 0.087, 0.027, 0.126, 0.104, -0.017, 0.080, 0.055, 0.103, -1.452, 0.658, 0.652, 0.578, -0.067, -1.546, 0.516, 0.531, 0.531, -0.023, -1.530, 0.530, 0.553, 0.549, 0.017, -1.472, 0.634, 0.559, 0.546, 0.020, -1.519, 0.537, 0.559, 0.533, 0.015, -1.485, 0.538, 0.583, 0.516, 0.014, -1.517, 0.549, 0.495, 0.502, 0.019, -1.572, 0.519, 0.518, 0.530, -0.050, -1.514, 0.553, 0.540, 0.524, 0.021, -1.564, 0.514, 0.531, 0.508, -0.030, -1.538, 0.538, 0.505, 0.495, 0.014, -1.530, 0.526, 0.489, 0.518, 0.016, -1.519, 0.544, 0.537, 0.606, 0.016], "lumo_ev": -3.006, "charge": 1, "homo_ev": -10.87, "energy_ev": -559693.1766}

(2)
{"formula": "C34H53F9N4O11PS2", "method": "wB97M-V/def2-TZVPD", "species": ["C", "C", "O", "O", "C", "C", "C", "C", "C", "C", "C", "S", "O", "O", "C", "F", "F", "C", "F", "F", "C", "F", "F", "C", "F", "F", "F", "C", "N", "C", "C", "C", "C", "C", "C", "C", "N", "N", "C", "O", "N", "P", "S", "H", "H", "H", "H", "H", "H", "H", "H", "H", "H", "H", "H", "H", "H", "H", "H", "H", "H", "H", "H", "H", "H", "H", "H", "H", "C", "O", "C", "C", "O", "C", "C", "O", "C", "H", "H", "H", "H", "H", "H", "H", "H", "H", "H", "H", "H", "H", "H", "C", "O", "C", "C", "O", "C", "C", "O", "C", "H", "H", "H", "H", "H", "H", "H", "H", "H", "H", "H", "H", "H", "H"], "coordinates": [[8.080, -4.480, 1.221], [8.239, -4.880, -0.240], [8.928, -4.225, -0.962], [7.623, -6.021, -0.702], [6.456, -5.713, -1.494], [5.286, -5.345, -0.556], [3.901, -5.462, -1.213], [3.743, -4.639, -2.506], [4.042, -3.130, -2.349], [2.764, -2.261, -2.116], [2.772, -1.452, -0.773], [3.987, -0.119, -1.038], [4.517, -0.174, -2.376], [3.440, 1.195, -0.789], [5.374, -0.340, 0.182], [4.783, -0.183, 1.385], [5.846, -1.588, 0.194], [6.487, 0.738, 0.120], [7.284, 0.466, 1.166], [6.016, 1.957, 0.329], [7.411, 0.787, -1.138], [6.877, 1.478, -2.137], [8.479, 1.508, -0.751], [8.000, -0.560, -1.633], [8.987, -0.289, -2.472], [7.115, -1.316, -2.266], [8.515, -1.251, -0.629], [2.985, -2.438, 0.403], [1.668, -3.133, 0.431], [1.462, -3.918, 1.636], [1.108, -5.271, 1.469], [0.926, -6.115, 2.559], [1.098, -5.612, 3.856], [1.416, -4.267, 4.039], [1.593, -3.427, 2.932], [0.717, -2.245, 0.029], [-0.585, -2.338, 0.052], [-1.229, -3.471, 0.614], [-1.303, -4.377, -0.255], [-1.193, -5.228, -1.010], [1.351, -1.118, -0.552], [0.886, 0.240, 0.472], [1.769, 0.406, 2.179], [7.032, -4.544, 1.542], [8.634, -5.151, 1.884], [8.382, -3.443, 1.368], [6.742, -4.853, -2.112], [6.188, -6.581, -2.098], [5.496, -4.344, -0.152], [5.343, -6.026, 0.302], [3.148, -5.135, -0.483], [3.701, -6.528, -1.374], [2.744, -4.826, -2.922], [4.446, -5.050, -3.242], [4.788, -2.999, -1.562], [4.468, -2.801, -3.300], [1.924, -2.967, -2.127], [2.586, -1.597, -2.965], [3.719, -3.234, 0.254], [3.246, -2.019, 1.376], [0.977, -5.661, 0.462], [0.676, -7.151, 2.359], [0.981, -6.280, 4.702], [1.549, -3.879, 5.042], [1.866, -2.389, 3.100], [-1.188, -1.608, -0.316], [-0.510, 0.178, 0.700], [1.065, 1.425, -0.270], [-5.559, -2.814, 1.895], [-5.465, -1.410, 1.796], [-4.146, -0.945, 2.002], [-3.979, 0.450, 1.435], [-3.781, 0.459, 0.022], [-4.937, 0.207, -0.780], [-5.901, 1.373, -0.826], [-6.706, 1.387, 0.338], [-7.297, 2.653, 0.559], [-5.253, -3.160, 2.888], [-6.598, -3.091, 1.729], [-4.942, -3.298, 1.126], [-3.426, -1.622, 1.520], [-3.958, -0.926, 3.084], [-3.061, 0.872, 1.855], [-4.797, 1.109, 1.727], [-5.437, -0.713, -0.474], [-4.554, 0.050, -1.791], [-6.559, 1.264, -1.698], [-5.338, 2.310, -0.914], [-6.528, 3.417, 0.715], [-7.906, 2.586, 1.458], [-7.937, 2.937, -0.284], [-4.066, 10.152, 0.981], [-4.718, 9.387, -0.009], [-4.143, 8.102, -0.157], [-5.111, 7.162, -0.845], [-6.106, 6.634, 0.023], [-7.150, 7.526, 0.402], [-8.146, 7.800, -0.704], [-7.640, 8.778, -1.597], [-8.302, 8.754, -2.843], [-3.011, 10.303, 0.729], [-4.560, 11.121, 1.033], [-4.148, 9.667, 1.961], [-3.873, 7.691, 0.823], [-3.236, 8.202, -0.771], [-4.543, 6.293, -1.188], [-5.560, 7.624, -1.726], [-6.747, 8.452, 0.816], [-7.680, 7.014, 1.208], [-9.076, 8.187, -0.267], [-8.360, 6.868, -1.241], [-8.155, 7.788, -3.341], [-7.869, 9.534, -3.466], [-9.373, 8.948, -2.722]], "forces_ev_per_angstrom": [[-0.82, -0.44, 0.10], [0.66, 0.43, 0.32], [-0.09, 0.11, -0.43], [-0.51, 0.05, 0.51], [-0.09, 0.59, 0.58], [0.32, -0.27, -0.18], [0.06, 0.41, 0.38], [0.35, -0.47, 0.16], [-0.67, -0.08, -0.73], [0.71, -0.65, -0.05], [-0.35, -2.67, -0.24], [0.39, 3.44, -2.24], [0.10, -1.55, 0.90], [-0.54, -1.14, 1.22], [-1.16, -0.03, 1.27], [-0.09, 0.26, 0.09], [0.39, -0.13, -0.68], [1.03, -0.01, -0.35], [0.06, -0.56, 0.21], [-0.75, 0.18, -0.30], [0.85, 0.33, 0.14], [-0.83, -0.33, -0.33], [0.25, 0.01, 0.46], [0.63, -0.07, -0.38], [0.06, 0.21, -0.34], [-0.54, -0.10, -0.04], [-0.15, -0.06, 0.52], [0.69, -0.86, -0.19], [-1.03, 1.36, 1.32], [-0.72, -2.13, 0.44], [0.25, 0.30, 0.01], [0.19, 0.59, -0.10], [-0.07, 0.02, -0.43], [-0.01, -0.40, -0.51], [0.24, 0.41, -0.06], [2.80, 0.27, -0.69], [-0.24, -0.57, 0.16], [-0.55, -0.16, -0.60], [1.11, 0.62, 0.38], [-0.70, -0.32, 0.02], [-2.35, 1.29, 0.74], [0.74, 2.22, 1.25], [-0.11, -0.43, -0.18], [0.15, -0.20, -0.14], [0.08, 0.10, -0.19], [0.32, -0.23, -0.18], [-0.28, -0.33, -0.33], [0.35, 0.01, 0.03], [-0.22, -0.08, -0.06], [-0.10, 0.06, -0.12], [0.06, -0.13, -0.08], [-0.01, 0.19, -0.25], [0.13, 0.22, 0.02], [-0.13, 0.11, 0.06], [0.02, 0.21, -0.24], [0.22, 0.15, 0.34], [-0.06, 0.33, 0.40], [0.13, 0.14, 0.28], [0.04, 0.34, -0.48], [-0.49, 0.42, -0.18], [0.13, 0.02, 0.12], [0.00, 0.07, 0.25], [0.01, 0.15, -0.01], [-0.02, 0.07, -0.13], [-0.11, -0.04, -0.04], [0.08, 0.01, 0.03], [0.19, -0.48, -0.83], [-0.21, -0.66, -0.41], [-0.08, 0.14, 0.07], [0.09, -0.10, -0.28], [-0.45, 0.19, 0.20], [0.26, -0.05, -0.06], [0.12, -0.17, 0.10], [0.10, 0.10, -0.24], [-0.32, -0.20, 0.20], [0.20, 0.06, 0.15], [0.00, -0.07, 0.01], [0.05, -0.08, -0.03], [-0.01, 0.05, 0.02], [0.05, -0.06, 0.07], [0.06, 0.00, 0.04], [0.24, -0.03, -0.02], [0.01, -0.01, -0.03], [-0.15, -0.16, -0.02], [-0.13, 0.10, 0.14], [0.06, 0.06, 0.02], [0.14, 0.08, -0.13], [0.03, -0.01, -0.06], [-0.06, 0.09, -0.11], [-0.01, -0.08, -0.03], [0.02, 0.10, 0.01], [-0.07, 0.00, -0.13], [-0.11, -0.07, 0.19], [-0.13, 0.30, -0.24], [0.07, -0.19, 0.06], [0.01, 0.08, -0.04], [-0.10, -0.21, 0.08], [0.09, 0.41, 0.02], [0.13, -0.17, -0.12], [0.06, 0.09, 0.11], [0.03, 0.00, 0.09], [0.00, -0.01, -0.06], [0.11, 0.00, 0.02], [0.03, -0.05, -0.01], [0.09, -0.16, 0.07], [0.00, -0.02, 0.06], [0.01, 0.19, 0.08], [-0.02, 0.10, -0.18], [0.01, -0.05, -0.03], [-0.07, -0.18, 0.04], [-0.02, -0.04, 0.04], [-0.11, -0.02, -0.01], [0.00, 0.03, 0.05], [-0.03, -0.06, -0.07]], "lowdin_charge": [0.027, -0.514, 0.138, -0.027, -0.152, -0.181, -0.190, -0.173, -0.164, -0.119, -0.402, 0.804, -0.232, -0.288, -0.443, 0.081, 0.141, -0.388, 0.176, 0.199, -0.359, 0.189, 0.171, -0.573, 0.209, 0.182, 0.192, -0.067, 0.075, -0.217, -0.046, -0.047, -0.050, -0.042, -0.009, -0.315, 0.121, 0.155, -0.228, 0.279, -0.136, 0.444, 0.289, 0.071, 0.096, 0.083, 0.127, 0.136, 0.080, 0.129, 0.075, 0.123, 0.114, 0.113, 0.081, 0.122, 0.114, 0.128, 0.112, 0.101, 0.105, 0.115, 0.114, 0.116, 0.075, 0.162, -0.010, 0.006, -0.103, -0.191, -0.211, -0.178, -0.157, -0.178, -0.206, -0.201, -0.096, 0.091, 0.093, 0.079, 0.102, 0.133, 0.120, 0.127, 0.122, 0.124, 0.132, 0.130, 0.087, 0.091, 0.091, -0.109, -0.199, -0.209, -0.183, -0.142, -0.178, -0.206, -0.200, -0.110, 0.088, 0.090, 0.088, 0.127, 0.128, 0.123, 0.123, 0.123, 0.126, 0.129, 0.127, 0.087, 0.089, 0.089], "lumo_ev": -3.679, "charge": 1, "homo_ev": -10.49, "energy_ev": -120003.9093}

Kohn-Sham gap per entry: 7.865, 6.807 eV